Entry 1:
The following is a DFT calculation (ωB97M-V/def2-TZVPD) of an isolated molecule of C4H5N3S.

Positions of all 13 atoms, in Å:
C 0.39 2.03 0.21
C -1.03 -1.05 0.50
C -1.42 -0.68 -0.95
C 0.75 0.22 0.13
N 0.06 3.06 -0.19
N -0.07 -0.43 1.03
N 2.07 -0.08 0.36
S 0.11 -0.12 -1.66
H -1.76 -1.62 1.01
H -1.90 -1.61 -1.35
H -2.13 0.19 -0.59
H 2.77 0.58 0.19
H 2.16 -0.49 1.32

Results
Kohn-Sham gap   9.469 eV
SMILES string   N#C[C@@]1(N)N=CCS1
LUMO   0.165 eV
2S+1   1
E_HOMO   -9.30 eV

---

Entry 2:
The following is a DFT calculation (ωB97M-V/def2-TZVPD) of a cluster of 6 separate species, H12O6 in total.

Positions of all 18 atoms, in Å:
O 0.10 -0.22 -0.57
H -0.09 -0.91 0.07
H 0.14 0.58 -0.04
O 3.15 2.84 -2.13
H 2.51 2.69 -1.43
H 3.80 2.15 -2.01
O -4.50 -1.68 2.10
H -4.55 -1.18 2.91
H -3.58 -1.95 2.04
O -0.80 -3.20 2.53
H -0.66 -3.61 3.39
H -1.20 -3.89 2.00
O 0.86 3.12 1.07
H 1.67 3.11 1.58
H 0.34 3.83 1.46
O 0.64 -0.42 -4.54
H 0.71 -0.41 -3.59
H 1.45 -0.83 -4.84

Results
Kohn-Sham gap   11.361 eV
SMILES string   O.O.O.O.O.O
LUMO   0.308 eV
2S+1   1
E_HOMO   -11.05 eV

---

Entry 3:
The following is a DFT calculation (ωB97M-V/def2-TZVPD) of a structure of composition C32H23ClF3N2O10PSTa.

Positions of all 74 atoms, in Å:
Ta 0.00 -0.16 -0.46
O -0.58 -4.48 -0.90
C -0.52 -3.23 -0.50
O -0.41 -2.28 -1.26
C -0.64 -2.97 0.94
C -0.85 -3.87 1.96
C -1.02 -3.36 3.24
C -1.00 -2.00 3.45
C -0.77 -1.17 2.37
N -0.58 -1.65 1.15
C -0.79 0.34 2.40
O -1.07 0.96 3.38
O -0.52 0.84 1.21
H -0.49 -4.52 -1.87
H -0.89 -4.93 1.75
H -1.19 -4.04 4.07
H -1.16 -1.55 4.42
C -0.30 3.56 -5.44
C -1.60 3.21 -5.09
C -1.88 2.75 -3.81
C -0.85 2.64 -2.88
C 0.45 2.98 -3.23
C 0.73 3.44 -4.50
P -1.18 2.06 -1.21
C -1.22 3.49 -0.12
C -0.52 4.64 -0.44
C -0.53 5.72 0.43
C -1.24 5.64 1.62
C -1.95 4.49 1.94
C -1.94 3.42 1.07
C -2.68 1.09 -1.11
C -4.03 1.42 -1.25
C -4.96 0.41 -1.10
C -4.53 -0.89 -0.82
C -3.19 -1.19 -0.67
C -2.22 -0.19 -0.81
H -0.08 3.91 -6.43
H -2.39 3.29 -5.82
H -2.89 2.47 -3.55
H 1.26 2.87 -2.51
H 1.74 3.70 -4.78
H 0.03 4.72 -1.37
H 0.00 6.63 0.18
H -1.25 6.48 2.30
H -2.50 4.43 2.87
H -2.49 2.52 1.33
H -4.34 2.44 -1.45
H -6.01 0.62 -1.20
H -5.27 -1.68 -0.70
H -2.92 -2.22 -0.44
S 1.57 2.88 2.48
C 2.94 3.85 2.55
N 4.00 3.48 3.32
C 5.16 4.19 3.44
C 5.32 5.35 2.77
C 4.25 5.80 1.97
C 3.10 5.08 1.86
H 3.89 2.61 3.82
H 5.91 3.76 4.09
H 6.24 5.91 2.87
H 4.35 6.74 1.42
H 2.27 5.41 1.25
O 1.81 -1.15 -1.55
Cl 1.43 -0.76 -2.94
O 1.21 -1.89 -3.74
O 2.35 0.16 -3.47
O 0.12 -0.07 -2.64
F 4.46 0.24 -0.28
C 3.76 1.02 0.55
F 4.02 2.29 0.24
F 4.17 0.77 1.79
C 2.28 0.67 0.36
O 1.80 -0.36 0.89
O 1.59 1.29 -0.51

Results
Kohn-Sham gap   5.671 eV
LUMO   -4.148 eV
2S+1   1
Total charge   +1
E_HOMO   -9.82 eV

---

Entry 4:
The following is a DFT calculation (ωB97M-V/def2-TZVPD) of a structure of composition CuF2Zn.

Positions of all 4 atoms, in Å:
Cu -1.68 -0.44 0.57
Zn 1.35 0.10 -0.20
F 0.16 1.23 -0.58
F 0.17 -0.89 0.21

Results
Kohn-Sham gap (alpha / beta)   10.716 / 5.769 eV
LUMO (alpha / beta)   -13.102 / -16.898 eV
2S+1   2
Total charge   +2
Expectation value of S²   0.756
E_HOMO (alpha / beta)   -23.82 / -22.67 eV

---

Entry 5:
The following is a DFT calculation (ωB97M-V/def2-TZVPD) of a structure of composition C2H3NO3S.

Positions of all 10 atoms, in Å:
C 1.26 0.64 -1.43
C 0.26 -1.05 0.32
N 0.62 1.63 -1.17
O 2.16 -0.08 -1.60
O 2.26 -2.47 -0.45
O 2.75 -0.66 1.12
S 1.85 -1.29 0.24
H -0.22 -0.24 0.89
H -0.21 -1.92 -0.22
H -0.33 1.95 -1.27

Results
Kohn-Sham gap   9.993 eV
LUMO   0.317 eV
2S+1   1
E_HOMO   -9.68 eV

---

Entry 6:
The following is a DFT calculation (ωB97M-V/def2-TZVPD) of an isolated molecule of C7H15N2OP.

Positions of all 26 atoms, in Å:
C -2.03 0.86 -1.75
C -0.72 0.92 -1.44
C 0.75 -1.68 1.08
C 1.45 -1.11 -0.19
C -2.53 0.71 -3.13
C -1.04 -0.81 2.59
C 2.64 0.93 0.52
N -0.58 -1.01 1.23
N 1.48 0.37 -0.14
O -0.08 2.08 1.03
P -0.06 0.85 0.24
H -2.73 0.32 -1.09
H 0.08 1.24 -2.19
H 0.52 -2.74 1.12
H 1.34 -1.40 1.99
H 2.46 -1.58 -0.23
H 0.78 -1.55 -0.91
H -1.93 1.18 -3.84
H -3.48 1.08 -3.19
H -2.64 -0.34 -3.28
H -2.11 -0.58 2.28
H -1.08 -1.81 3.10
H -0.37 -0.11 2.99
H 2.72 0.99 1.62
H 3.65 0.52 0.12
H 2.80 1.97 0.30

Results
Kohn-Sham gap   9.105 eV
SMILES string   C/C=C/P1(=O)N(C)CCN1C
LUMO   0.784 eV
2S+1   1
E_HOMO   -8.32 eV